Formula: C3H2Cl2N2
Source: the OMol25 dataset
Level of theory: wB97M-V/def2-TZVPD

## Properties
Highest occupied orbital energy, eV: -8.81
Energy above the lowest of the compared OMol25 structures with the same formula, charge and spin, kcal/mol: 156.2
E_tot, eV: -31161.67068
LUMO energy, eV: -0.691
Kohn-Sham gap, hartree: 0.298
Charge: 0

Cartesian coordinates (Å):
Cl1 1.42 -1.81 1.99
Cl2 -1.14 0.66 -2.64
N1 0.34 0.74 -0.58
N2 0.52 0.60 0.83
C1 0.63 -1.00 -0.65
C2 -0.89 0.55 -1.00
C3 0.88 -0.84 0.70
H1 -0.17 0.82 1.55
H2 -1.58 0.28 -0.19